A gas-phase ion, C4H7N2 (charge +1). Source: the OMol25 dataset; level of theory: ωB97M-V/def2-TZVPD.

Results
Kohn-Sham gap = 0.3691 hartree
total charge = +1
ΔE to the lowest compared entry with this formula, charge and spin = 110.29 kcal per mole
calculated total energy = -265.73272 Ha

Bonds (Å) are listed after each position.
Cartesian coordinates (Å):
1 C -0.35 -1.38 -0.03  N2 1.550, C6 1.454, H7 1.091, H8 1.092
2 N 0.64 -0.21 0.21  C1 1.550, C3 1.499, H9 1.026, H10 1.025
3 C -0.02 1.13 0.27  N2 1.499, C4 1.794, H11 1.080, H12 1.082
4 C -1.61 0.74 -0.47  C3 1.794, N5 1.465, C6 1.449, H13 1.067
5 N -2.49 0.02 0.46  C4 1.465, C6 1.262
6 C -1.62 -0.67 -0.12  C1 1.454, C4 1.449, N5 1.262
7 H -0.31 -2.08 0.80  C1 1.091
8 H -0.11 -1.89 -0.97  C1 1.092
9 H 1.14 -0.37 1.09  N2 1.026
10 H 1.33 -0.20 -0.54  N2 1.025
11 H 0.48 1.87 -0.34  C3 1.080
12 H -0.19 1.45 1.29  C3 1.082
13 H -1.91 1.25 -1.35  C4 1.067